Entry A
C4H15N2O2 | wB97M-V/def2-TZVPD

Geometry as XYZ:
```
23
Properties=species:S:1:pos:R:3
O -0.758 2.279 -0.599
O -3.196 -0.133 0.848
N 2.078 -1.024 -1.054
N 1.316 1.116 0.637
C -0.654 0.844 -0.707
C 0.880 -1.711 -0.559
C -0.033 0.383 0.647
C 0.254 -1.104 0.713
H 1.964 -0.677 -1.998
H 0.875 -1.314 1.582
H 1.611 1.163 1.606
H -1.539 2.509 -0.081
H -1.602 0.339 -0.873
H 1.124 -2.734 -0.278
H -0.702 -1.551 0.855
H -0.590 0.893 1.423
H 0.158 -1.738 -1.372
H 0.055 0.756 -1.523
H -3.571 0.026 -0.027
H 1.882 0.571 -0.066
H 1.162 2.069 0.306
H -3.665 0.518 1.387
H 2.951 -1.481 -0.868
```

Calculated values
**LUMO**: -0.1038 Eh
**HOMO-LUMO gap**: 10.9209 eV
**Net charge**: +1

Löwdin atomic charge list, values in e, 6 entries: atom 1 (O): -0.06, atom 2 (O): -0.04, atom 3 (N): 0.00, atom 4 (N): 0.20, atom 5 (C): -0.18, atom 6 (C): -0.22

=====

Entry B
C4H15N2O2 | wB97M-V/def2-TZVPD

Geometry as XYZ:
```
23
Properties=species:S:1:pos:R:3
O -1.596 -3.904 -0.138
O 0.437 1.253 3.596
N 0.802 0.014 1.088
N -0.492 2.224 -2.232
C -1.431 0.365 -1.010
C 1.321 -0.390 -0.261
C -0.353 0.991 -1.467
C 1.123 0.642 -1.344
H 1.689 1.602 -1.294
H -1.093 2.006 -3.033
H 2.331 -0.811 -0.239
H 0.912 1.035 1.178
H -0.954 2.937 -1.673
H 1.460 0.236 -2.297
H -0.168 -0.218 1.276
H -2.367 0.882 -1.148
H 0.604 -1.237 -0.561
H 1.220 1.623 4.019
H 1.376 -0.449 1.788
H -0.799 -4.419 0.021
H 0.036 0.673 4.259
H -2.341 -4.494 0.008
H -1.715 -0.562 -0.539
```

Calculated values
**LUMO**: -0.1189 Eh
**HOMO-LUMO gap**: 9.8942 eV
**Net charge**: +1

Löwdin atomic charge list, values in e, 6 entries: atom 1 (O): -0.07, atom 2 (O): -0.05, atom 3 (N): 0.18, atom 4 (N): 0.05, atom 5 (C): 0.06, atom 6 (C): -0.16

=====

Entry C
C4H15N2O2 | wB97M-V/def2-TZVPD

Geometry as XYZ:
```
23
Properties=species:S:1:pos:R:3
O -1.356 -0.596 -1.016
O -4.322 3.993 -1.444
N 1.149 0.492 -0.609
N 1.888 -1.277 2.977
C 2.145 -1.015 1.611
C -0.248 -1.323 -1.412
C 1.127 -0.832 -0.652
C 0.884 -1.390 0.803
H -4.281 4.775 -2.005
H -0.075 -1.155 -2.470
H 1.705 -0.483 3.579
H 1.780 0.921 -1.299
H 2.413 0.040 1.399
H -0.019 -0.944 1.214
H 2.014 -1.314 -1.077
H -1.101 0.318 -0.837
H -2.031 1.642 -1.036
H -0.490 -2.363 -1.239
H -2.536 2.195 -1.055
H -5.088 4.172 -0.886
H 2.657 -1.750 3.440
H 0.812 -2.477 0.764
H 2.971 -1.630 1.251
```

Calculated values
**LUMO**: -0.2938 Eh
**HOMO-LUMO gap**: 5.7329 eV
**Net charge**: +1

Löwdin atomic charge list, values in e, 6 entries: atom 1 (O): -0.01, atom 2 (O): -0.08, atom 3 (N): 0.29, atom 4 (N): 0.07, atom 5 (C): -0.28, atom 6 (C): -0.10

=====

Entry D
C4H15N2O2 | wB97M-V/def2-TZVPD

Geometry as XYZ:
```
23
Properties=species:S:1:pos:R:3
O 1.471 0.553 0.882
O 3.219 -0.983 -0.445
N -0.560 2.717 1.153
N -1.444 1.019 -0.115
C -0.697 -1.297 -0.853
C -1.278 0.054 -1.206
C -1.198 -1.961 0.435
C -0.487 1.891 0.129
H -2.245 -2.219 0.358
H 0.215 3.347 1.284
H -1.207 2.721 1.925
H -2.318 1.092 0.379
H 3.955 -0.829 0.169
H -0.767 -2.019 -1.672
H -0.787 0.445 -2.099
H -0.510 -2.777 0.596
H -2.321 -0.085 -1.527
H 3.625 -1.237 -1.268
H 1.492 -0.147 1.567
H -1.145 -1.276 1.299
H 0.382 1.927 -0.495
H 2.207 0.220 0.318
H 0.398 -1.156 -0.814
```

Calculated values
**LUMO**: -0.1024 Eh
**HOMO-LUMO gap**: 11.4697 eV
**Net charge**: +1

Löwdin atomic charge list, values in e, 6 entries: atom 1 (O): -0.08, atom 2 (O): -0.04, atom 3 (N): 0.19, atom 4 (N): 0.08, atom 5 (C): -0.24, atom 6 (C): -0.18

=====

Which structure above is the least stable? It is entry C.